Density functional theory data (wB97M-V/def2-TZVPD) for one molecule with the formula C20H34FINO6P in a non-equilibrium geometry.

Values from the calculation:
highest occupied orbital energy: -8.91 eV
HOMO-LUMO gap: 9.23 eV
charge: 0
multiplicity: 1
LUMO: 0.321 eV

```
64
Properties=species:S:1:pos:R:3:mulliken_charge:R:1
I -4.07 1.89 -2.65 -0.066
P -2.17 -0.89 2.70 -0.064
F -3.87 -3.12 -2.53 -0.302
O 3.18 2.51 1.30 -0.607
O -1.13 -0.13 3.74 -0.513
O 3.41 3.13 -0.83 -0.308
O -1.20 1.58 -2.75 -0.412
O -3.77 2.47 1.18 -0.665
O 0.79 -0.22 -0.08 -0.206
N -3.62 0.35 0.35 -0.200
C 2.72 2.99 0.31 0.623
C -2.56 -0.55 -0.11 1.128
C -3.12 1.50 0.92 -0.707
C -2.12 1.05 -2.28 -0.402
C -1.64 1.30 1.18 0.059
C 1.44 -1.08 -1.00 -0.381
C 4.66 2.42 -0.94 0.010
C 2.53 -2.02 -0.43 -0.750
C -0.85 2.32 0.33 -1.067
C 2.97 -1.72 1.01 -0.882
C -2.92 -3.89 -1.85 -0.633
C -2.08 -0.28 -1.58 -0.375
C -3.16 -1.97 -0.13 -1.664
C -1.48 -0.25 1.00 2.028
C 0.29 2.99 1.11 -0.919
C -1.46 -2.59 2.83 -0.644
C 5.42 2.97 -2.12 -1.286
C -2.28 -3.10 -0.69 0.072
C -0.10 -0.87 0.83 -2.173
C 1.35 3.61 0.18 -0.807
H -4.06 -1.90 -0.74 0.773
H 2.19 -3.06 -0.50 0.351
H -1.73 -3.22 1.98 0.098
H -2.69 -0.92 -2.23 0.899
H -1.49 1.60 2.23 1.040
H -1.04 -0.61 -1.68 -0.364
H -1.55 3.09 0.00 0.612
H -4.45 0.46 -0.22 0.478
H 4.87 2.82 -3.05 0.321
H 0.41 -0.90 1.80 0.267
H -0.26 0.08 3.39 0.400
H -1.89 -3.03 3.73 0.456
H 4.43 1.35 -1.08 0.095
H -0.14 3.78 1.73 0.407
H -1.31 -2.74 -1.03 -0.231
H 3.40 -1.94 -1.09 0.409
H -3.42 -4.80 -1.50 0.306
H 0.68 -1.69 -1.52 0.089
H 5.22 2.52 -0.01 0.325
H -2.06 -3.83 0.09 0.245
H 0.77 2.26 1.78 0.477
H 1.05 3.53 -0.87 0.387
H 3.21 -0.67 1.15 0.172
H 2.21 -2.00 1.74 0.100
H -0.43 1.86 -0.56 0.110
H 1.86 -0.41 -1.75 0.573
H 3.85 -2.32 1.25 0.437
H -3.50 -2.21 0.89 0.595
H 5.60 4.04 -1.99 0.315
H -0.21 -1.91 0.52 0.669
H -0.38 -2.58 2.94 0.173
H 1.49 4.67 0.40 0.401
H -2.17 -4.18 -2.59 0.333
H 6.39 2.46 -2.20 0.395
```

Density functional theory data (wB97M-V/def2-TZVPD) for C30H26BF2MoNP2 as an isolated structure in a non-equilibrium geometry.

Values from the calculation:
highest occupied orbital energy (spin up / spin down): -14.25 / -14.32 eV
HOMO-LUMO gap (spin up / spin down): 6.11 / 6.50 eV
charge: +2
relative energy (zero: lowest compared OMol25 entry of this formula, charge and spin): 79.19 kJ/mol
multiplicity: 3
LUMO (spin up / spin down): -8.139 / -7.820 eV

```
63
Properties=species:S:1:pos:R:3:mulliken_charge:R:1
Mo -0.12 -0.60 0.66 -0.849
P -2.52 -0.59 1.20 1.590
P 2.34 -0.44 0.88 1.358
F -0.60 1.23 -1.72 -0.194
F 0.08 2.42 0.10 -0.129
N 0.08 0.10 2.42 0.602
C -6.21 -0.79 -0.47 -0.785
C -2.29 -0.55 3.03 -0.939
C 4.13 -4.10 2.95 -0.543
C 1.24 0.69 3.02 -0.149
C -2.04 -4.68 0.68 -0.763
C -4.23 -0.28 0.77 0.969
C 3.83 1.59 -2.29 -0.938
C -2.05 -2.27 0.63 0.659
C -2.47 -3.47 1.21 -0.590
C 2.44 0.88 2.16 -0.864
C 4.94 -3.02 2.63 -0.843
C -4.90 -1.09 -0.14 -0.503
C 0.91 1.01 4.28 -0.817
C -4.85 0.84 1.33 -0.616
C 4.70 -0.66 -2.41 -0.718
C 3.18 1.28 -1.11 -0.467
C 2.78 -4.10 2.62 -0.741
C -0.48 0.62 4.52 -0.816
C 2.24 -2.99 1.97 -0.209
C -0.96 0.07 3.39 -0.012
C -0.72 -3.56 -1.00 -0.629
C -1.17 -4.73 -0.41 -0.580
C -1.14 -2.34 -0.46 -0.382
C 3.05 -1.90 1.66 0.217
C 4.59 0.62 -2.94 -0.503
C 4.05 -0.98 -1.22 -0.692
C 4.40 -1.92 1.99 -0.218
C -6.84 0.31 0.09 -0.472
C -6.16 1.13 0.99 -0.799
C 3.29 0.00 -0.57 1.164
B -0.20 1.26 -0.46 0.500
H -4.42 -1.95 -0.59 0.386
H 5.04 -1.08 1.73 0.501
H 1.55 1.51 5.00 0.536
H -0.06 -3.58 -1.85 0.540
H 4.55 -4.96 3.45 0.424
H 5.10 0.86 -3.87 0.417
H 4.15 -1.97 -0.80 0.418
H -0.85 -5.68 -0.81 0.474
H -3.12 0.01 3.48 0.610
H -3.16 -3.45 2.04 0.557
H 5.99 -3.03 2.88 0.432
H 3.75 2.58 -2.71 0.444
H -6.75 -1.42 -1.17 0.422
H 3.37 0.79 2.72 0.601
H -7.86 0.54 -0.17 0.413
H 2.15 -4.95 2.86 0.449
H -6.65 1.99 1.43 0.413
H 2.60 2.05 -0.61 0.309
H 5.30 -1.41 -2.91 0.431
H 2.43 1.85 1.67 0.447
H -0.89 -1.43 -1.04 0.340
H -1.02 0.75 5.44 0.538
H -2.41 -5.60 1.11 0.480
H 1.19 -2.99 1.70 0.305
H -2.37 -1.57 3.40 0.391
H -4.32 1.49 2.02 0.422
```

Density functional theory data (wB97M-V/def2-TZVPD) for C3H5LiNiO4 as an isolated structure in a non-equilibrium geometry.

Values from the calculation:
highest occupied orbital energy (spin up / spin down): -23.91 / -24.24 eV
HOMO-LUMO gap (spin up / spin down): 10.36 / 7.96 eV
charge: +3
multiplicity: 4
LUMO (spin up / spin down): -13.549 / -16.285 eV

```
14
Properties=species:S:1:pos:R:3:mulliken_charge:R:1
Ni 3.84 0.39 0.28 1.047
O 0.40 -0.29 0.38 -0.218
O 2.49 -0.98 0.35 -0.885
O -1.75 -1.09 -0.76 -0.191
O 2.13 1.17 0.25 -0.627
C 1.68 0.00 0.34 1.461
C -1.77 0.29 -0.37 -0.348
C -0.54 0.76 0.33 -0.159
Li 2.07 -2.81 0.52 0.952
H -0.12 1.65 -0.16 0.385
H -1.98 0.86 -1.34 0.396
H -1.14 0.81 1.32 0.293
H -2.74 0.62 0.08 0.465
H -2.57 -1.37 -1.22 0.429
```

Density functional theory data (wB97M-V/def2-TZVPD) for C6H8OS as an isolated structure in a non-equilibrium geometry.

Values from the calculation:
highest occupied orbital energy: -8.86 eV
HOMO-LUMO gap: 9.52 eV
charge: 0
relative energy (zero: lowest compared OMol25 entry of this formula, charge and spin): 46.10 kJ/mol
multiplicity: 1
LUMO: 0.663 eV

```
16
Properties=species:S:1:pos:R:3:mulliken_charge:R:1
S 1.14 -0.77 -1.30 -0.204
O -1.72 1.36 -0.83 -0.571
C -0.33 -0.55 -0.17 0.749
C 0.65 -0.35 1.01 -0.800
C 0.68 1.65 -0.31 -0.517
C 1.54 0.43 0.05 -0.104
C -1.48 -1.52 -0.17 -1.363
C -0.65 0.91 -0.50 0.246
H 2.62 0.61 0.27 0.455
H -1.15 -2.52 0.03 0.408
H -2.23 -1.23 0.60 0.298
H -1.97 -1.51 -1.16 0.340
H 1.10 -1.30 1.30 0.291
H 0.99 2.20 -1.21 0.266
H 0.23 0.21 1.89 0.245
H 0.59 2.37 0.52 0.259
```

Number 1: E -2027.60456 a.u.. Number 2: E -2188.55586 a.u.. Number 3: E -1932.81154 a.u.. Number 4: E -706.82860 a.u..